No. 1
Molecular formula: C25H49FN8O10
Method: DFT, the ωB97M-V functional and the def2-TZVPD basis

E: -2272.4042 hartree
HOMO-LUMO gap: 8.3 eV
E_LUMO: -0.0304 Eh
highest occupied orbital energy: -9.17 eV

Structure (XYZ):
```
93
C25H49FN8O10 (the ωB97M-V functional and the def2-TZVPD basis)
C 0.608 6.288 -0.265
C 1.878 5.322 -0.299
F 2.278 5.248 -1.698
C 3.159 5.933 0.471
C 2.819 5.874 2.020
C 2.885 7.081 2.766
C 2.509 7.103 4.317
O 2.917 7.978 5.105
C 1.516 5.933 4.785
C 1.433 4.713 4.062
C 2.407 4.581 2.824
O 2.843 3.438 2.558
H 0.802 7.287 -0.796
H -0.236 5.764 -0.838
H 0.222 6.491 0.786
H 1.623 4.266 0.062
H 3.194 7.036 0.156
H 4.136 5.440 0.177
H 3.210 8.042 2.251
H 0.876 6.110 5.713
H 0.724 3.869 4.338
O 1.443 0.895 0.203
C 2.574 0.453 0.088
N 3.506 0.648 1.063
C 3.026 -0.328 -1.114
H 4.449 0.303 1.011
H 3.223 1.171 1.881
H 2.918 0.298 -2.003
H 2.407 -1.215 -1.215
H 4.066 -0.637 -1.031
O -1.715 5.131 -2.240
C -2.283 4.685 -3.226
N -3.613 4.412 -3.202
C -1.578 4.406 -4.524
H -4.121 4.044 -3.989
H -4.110 4.591 -2.343
H -0.788 3.673 -4.348
H -1.139 5.334 -4.895
H -2.261 4.010 -5.283
O 3.577 -2.676 -0.235
C 3.966 -3.081 0.854
N 3.802 -2.341 1.980
C 4.646 -4.411 1.033
H 4.106 -2.639 2.891
H 3.348 -1.444 1.888
H 5.554 -4.431 0.428
H 3.971 -5.203 0.705
H 4.917 -4.592 2.075
O -1.817 -3.943 0.425
C -0.683 -3.507 0.272
N 0.337 -4.322 -0.095
C -0.326 -2.062 0.474
H 1.284 -4.006 -0.232
H 0.127 -5.298 -0.238
H -0.555 -1.777 1.502
H -0.913 -1.450 -0.214
H 0.733 -1.877 0.288
O -0.683 1.953 4.506
C -1.363 0.996 4.176
N -1.350 -0.156 4.900
C -2.256 1.004 2.966
H -1.894 -0.968 4.666
H -0.759 -0.185 5.716
H -1.649 1.188 2.078
H -2.995 1.800 3.075
H -2.781 0.055 2.841
O -5.064 -6.261 4.514
C -4.240 -6.301 3.615
N -3.987 -5.209 2.846
C -3.447 -7.536 3.286
H -3.315 -5.197 2.094
H -4.505 -4.369 3.047
H -4.136 -8.340 3.019
H -2.865 -7.829 4.161
H -2.763 -7.370 2.451
O 1.592 -6.837 -1.167
C 1.032 -7.285 -2.155
N -0.293 -7.589 -2.132
C 1.742 -7.534 -3.457
H -0.795 -7.958 -2.921
H -0.793 -7.431 -1.271
H 2.548 -8.250 -3.290
H 2.159 -6.593 -3.820
H 1.070 -7.935 -4.217
O -3.605 2.828 -5.684
C -4.291 1.867 -6.004
N -4.283 0.727 -5.268
C -5.184 1.865 -7.214
H -4.829 -0.086 -5.492
H -3.691 0.705 -4.451
H -4.577 2.036 -8.104
H -5.919 2.665 -7.115
H -5.712 0.917 -7.328
```

=====

No. 2
Molecular formula: C25H49InNO2SSi2
Method: DFT, the ωB97M-V functional and the def2-TZVPD basis

E: -2354.2997 hartree
HOMO-LUMO gap: 7.7 eV
E_LUMO: -0.1301 Eh
net charge: +1
highest occupied orbital energy: -11.23 eV

Structure (XYZ):
```
81
C25H49InNO2SSi2 (the ωB97M-V functional and the def2-TZVPD basis)
O -1.348 -1.551 -2.567
O 0.883 2.021 -7.053
C -0.632 -2.752 -3.057
C -1.534 -3.965 -3.026
H 0.239 -2.873 -2.397
H -0.273 -2.526 -4.067
H -1.876 -4.215 -2.013
H -0.981 -4.833 -3.402
H -2.417 -3.829 -3.663
C -1.963 -0.638 -3.524
C -1.801 -1.068 -4.967
H -1.491 0.347 -3.362
H -3.023 -0.561 -3.232
H -0.753 -0.988 -5.284
H -2.380 -0.371 -5.582
H -2.191 -2.071 -5.178
C 0.465 2.876 -5.997
C 2.228 1.576 -6.877
C -0.995 3.260 -6.159
H 1.075 3.797 -6.002
H 0.621 2.383 -5.016
H -1.185 3.714 -7.136
H -1.266 3.980 -5.384
H -1.644 2.388 -6.053
C 2.673 0.747 -8.071
H 2.295 0.969 -5.952
H 2.913 2.440 -6.771
H 1.999 -0.100 -8.222
H 3.682 0.364 -7.896
H 2.683 1.355 -8.982
H 3.517 0.219 -3.097
In -0.831 -0.911 -0.634
C 3.906 -0.511 -2.417
Si 4.794 0.431 -1.032
H 3.082 -1.144 -2.065
H 4.637 -1.112 -2.974
C 6.671 0.226 -1.162
C 4.048 -0.226 0.562
C 4.265 2.218 -1.255
C -2.857 -1.329 0.020
Si -4.115 0.054 -0.168
H -2.781 -1.592 1.095
H -3.156 -2.255 -0.499
C -5.602 -0.514 -1.166
C -3.456 1.591 -1.007
C -4.713 0.521 1.544
H 3.809 2.333 -2.247
H 5.116 2.906 -1.199
H 3.528 2.516 -0.498
H 6.965 -0.827 -1.010
H 7.232 0.840 -0.441
H 6.997 0.533 -2.170
H 3.516 -1.170 0.384
H 3.314 0.490 0.956
H 4.791 -0.404 1.349
H -3.132 1.412 -2.039
H -2.628 2.045 -0.450
H -4.283 2.316 -1.043
H -5.432 1.349 1.483
H -3.877 0.836 2.182
H -5.214 -0.331 2.026
H -6.427 0.203 -1.051
H -5.959 -1.493 -0.820
H -5.379 -0.588 -2.238
S 0.770 2.362 2.150
C 0.406 3.190 0.680
C 0.033 2.321 -0.347
C -0.002 0.963 0.085
C 0.382 0.836 1.406
C 0.445 -0.414 2.126
C 0.816 -0.514 3.479
C 0.943 -1.768 4.056
C 0.619 -2.901 3.302
C 0.172 -2.745 1.988
N 0.160 -1.537 1.400
H 0.464 4.272 0.623
H -0.220 2.635 -1.359
H 1.001 0.406 4.033
H 1.291 -1.863 5.085
H 0.703 -3.904 3.711
H -0.160 -3.590 1.378
```

=====

Question: Number 2 is which compound?
Answer: C25H49InNO2SSi2

=====

Question: E_LUMO of number 2 (C25H49InNO2SSi2)?
Answer: -0.1301 Eh

=====

Question: Which of these has the highest E_LUMO?
Answer: C25H49FN8O10

=====

Question: Which value of E_LUMO does entry 1 give?
Answer: -0.0304 Eh